(1)
Formula: C32H29CuN4O5S
Source: the Open Molecules 2025 dataset
Level of theory: the ωB97M-V functional and the def2-TZVPD basis

XYZ file:
```
72
Properties=species:S:1:pos:R:3:mulliken_charge:R:1
Cu -1.11307 -0.98795 -1.25191 -2.1904
O 4.01057 3.75552 0.06659 -0.5275
C 4.24011 3.08635 -1.05314 0.1712
O 5.18190 3.39144 -1.74187 -0.5581
C 3.25424 1.98041 -1.50232 -0.4154
C 3.69731 0.97307 -2.30640 -0.6276
C 2.82625 -0.13665 -2.54133 -0.5810
C 1.48241 -0.10420 -2.19454 -0.0701
C 0.87149 1.24320 -1.81494 0.4405
C 1.82707 1.96588 -0.87503 0.3029
N 0.68972 -1.19608 -2.18668 0.8691
C 1.10369 -2.42284 -2.18263 -0.7676
C 0.63346 -3.30699 -1.12443 1.2601
C 1.28774 -4.54393 -0.92564 -0.9906
C 0.94773 -5.19657 0.25861 -0.2790
C 0.04491 -4.65811 1.14342 -0.9473
C -0.47795 -3.39843 0.88158 -0.0397
N -0.32046 -2.81782 -0.32082 0.2578
H 3.97889 3.10970 0.84887 0.4714
H 4.70875 0.99236 -2.81199 0.4624
H 3.24397 -1.05972 -2.95252 0.3582
H 0.71008 1.88741 -2.69857 0.4539
H 1.54008 3.04278 -0.77463 0.4749
H 1.83497 -2.82055 -2.84738 0.4286
H 2.01859 -4.86869 -1.66270 0.4489
H 1.44338 -6.16975 0.49251 0.3741
H -0.24832 -5.21603 2.00770 0.4738
H -1.02823 -2.85119 1.68518 0.4831
C 0.08309 1.38517 6.57927 -1.3475
C 0.94640 1.05406 5.33210 0.8260
C 0.55247 0.05620 4.43482 -0.6997
C 1.21732 -0.11801 3.24579 -0.3939
C 2.23013 0.79605 2.94609 0.5237
C 2.72366 1.76379 3.87181 -0.5104
C 2.08285 1.87830 5.05325 -0.5869
S 3.12031 0.57991 1.37459 0.4504
O 1.72446 1.24985 0.40646 -0.3406
O 4.15994 1.62970 1.52657 -0.7154
N -0.44407 0.89707 -1.25396 0.3156
C -1.34747 1.74177 -0.75278 0.9134
C -1.29788 3.13256 -0.89060 -0.7055
C -2.24308 3.88410 -0.19813 -0.9331
C -3.27977 3.28496 0.50267 -0.8980
C -3.42665 1.88340 0.60639 0.7220
C -4.56595 1.23712 1.11498 -0.5256
C -4.75047 -0.10040 0.85796 -0.8550
C -3.69680 -0.87731 0.28043 -0.1920
N -2.61274 -0.21619 -0.20784 0.6021
C -2.46089 1.10764 -0.09254 0.2779
H 0.39690 0.84029 7.47623 0.2856
H -0.92899 1.12918 6.27135 0.3771
H 0.20146 2.43545 6.84690 0.3672
H -0.34067 -0.50607 4.68505 0.3547
H 1.02998 -0.97164 2.58496 0.3321
H 3.59189 2.42991 3.56378 0.3906
H 2.34383 2.66100 5.78389 0.3295
H -0.58302 3.56142 -1.54574 0.6783
H -2.15125 4.97710 -0.21251 0.3946
H -4.02694 3.95265 0.94648 0.3473
H -5.32754 1.82489 1.66523 0.4110
H -5.67931 -0.59751 1.12464 0.4064
H -3.65824 -1.95338 0.18799 0.4844
C -2.55002 -3.18816 -4.83315 -1.4964
C -2.21869 -1.99048 -3.91643 1.0628
C -1.81696 -0.74283 -4.66276 -0.8931
O -2.24802 -2.09411 -2.67893 -0.3724
H -3.54410 -3.00684 -5.18906 0.3883
H -2.51858 -4.10398 -4.24761 0.3500
H -1.92130 -3.31449 -5.67831 0.4461
H -1.42898 -1.01161 -5.67142 0.3656
H -1.06725 -0.17903 -4.06529 0.0103
H -2.65836 -0.07416 -4.78761 0.3160
```

## Properties
Total charge ... +1
Energy ... -3870.38517 Ha
Energy above the lowest of the compared OMol25 structures with the same formula, charge and spin ... 64.98 kcal per mole
Frontier orbital gap (alpha / beta) ... 4.919 / 4.647 eV
Spin multiplicity ... 2

=====

(2)
Formula: C32H29F6N8O4S2Tm
Source: the Open Molecules 2025 dataset
Level of theory: the ωB97M-V functional and the def2-TZVPD basis

XYZ file:
```
82
Properties=species:S:1:pos:R:3:mulliken_charge:R:1
Tm 0.29542 0.03217 0.21501 0.7843
C 2.35450 2.82445 -0.61330 -1.4753
C 3.35119 1.94862 -1.36404 -1.0149
C 3.65816 0.61649 -0.72989 0.7900
C 4.79335 -0.05040 -1.18190 -1.0927
C 5.24784 -1.17355 -0.51964 -0.6496
C 4.59130 -1.53753 0.64613 -1.0201
C 3.45689 -0.84185 1.01491 -0.5122
N 2.92737 0.17807 0.31058 0.4057
N 0.94260 2.43370 -0.81833 1.0558
C 0.10713 3.42864 -0.12900 -1.7030
C -1.34941 3.04060 -0.10324 1.0646
C -2.29895 3.95344 0.34292 -1.1463
C -3.64153 3.63208 0.23761 -0.7018
C -3.98612 2.42835 -0.35958 -0.9485
C -2.97593 1.56770 -0.74882 -0.7135
N -1.67336 1.83350 -0.58708 0.5903
C 0.62999 2.49048 -2.26313 -1.4366
C 0.89568 1.20183 -3.00002 0.3147
C 1.15564 1.23779 -4.36743 -1.2239
C 1.37938 0.05366 -5.04925 -0.6520
C 1.34331 -1.13174 -4.32825 -1.3741
C 1.07003 -1.08163 -2.97352 -0.1029
N 0.83327 0.05642 -2.30234 1.1015
H 2.57896 2.77882 0.45752 0.3514
H 2.49408 3.86673 -0.94321 0.5763
H 3.04565 1.80105 -2.39945 0.3887
H 4.29862 2.49292 -1.40965 0.7375
H 5.32169 0.33217 -2.04069 0.5402
H 6.10928 -1.71630 -0.87382 0.4722
H 4.95119 -2.34190 1.26409 0.5308
H 2.97684 -1.08408 1.95163 0.9924
H 0.47750 3.55736 0.89103 0.5534
H 0.19472 4.40839 -0.62585 0.6689
H -1.99168 4.90197 0.75308 0.5941
H -4.39846 4.31723 0.58321 0.4878
H -5.01783 2.16654 -0.52794 0.5352
H -3.21444 0.63129 -1.23561 0.7228
H -0.43600 2.70046 -2.37953 0.6889
H 1.18025 3.30968 -2.74635 0.4969
H 1.18818 2.18210 -4.88916 0.5790
H 1.58381 0.05388 -6.10802 0.4755
H 1.52484 -2.08114 -4.80375 0.5663
H 1.04417 -1.99777 -2.39958 0.3476
F 2.01684 -1.54441 4.52552 -0.1979
C 1.14644 -2.50538 4.23347 0.5714
F 1.73206 -3.67486 4.37229 -0.1799
F 0.12332 -2.41695 5.06679 -0.1878
S 0.55731 -2.22464 2.46392 0.7605
O 0.87493 -0.82514 2.20477 -0.7031
O -0.83444 -2.49235 2.35483 -0.5582
N 1.50564 -3.18564 1.64645 -0.5358
S 1.21458 -3.16905 0.11154 1.1382
O 2.35436 -3.27543 -0.72412 -0.5401
O 0.34801 -2.03016 -0.21422 0.1920
C 0.05558 -4.59215 -0.29257 0.7299
F 0.50906 -5.77563 0.05217 -0.1951
F -0.15733 -4.55832 -1.60782 -0.2128
F -1.11152 -4.37711 0.30557 -0.1699
C -4.16609 -3.58171 -1.19594 -0.6479
C -4.45625 -3.29125 0.13147 -0.9067
C -3.74216 -2.32113 0.80076 -0.4974
C -2.72796 -1.61690 0.12992 -0.3714
C -2.43385 -1.91887 -1.21159 0.5251
C -3.15094 -2.89941 -1.86313 -1.1336
N -2.01785 -0.59891 0.73724 2.3847
N -2.56771 -0.11320 1.77806 -1.0389
C -1.93191 0.87552 2.48472 -0.2380
C -2.65156 1.40587 3.56319 -0.5471
C -2.04528 2.34678 4.37433 -0.6910
C -0.72625 2.69384 4.10936 -1.1306
C -0.08963 2.13131 3.01064 -0.6947
N -0.67863 1.27987 2.17476 0.8916
H -4.72708 -4.34308 -1.71400 0.4715
H -5.24028 -3.82492 0.64365 0.4666
H -3.91940 -2.10146 1.84019 0.5220
H -1.66601 -1.34382 -1.72685 0.3334
H -2.93652 -3.13539 -2.89288 0.5028
H -3.65453 1.04971 3.73850 0.6150
H -2.57724 2.78185 5.20680 0.4930
H -0.19498 3.38692 4.74241 0.5487
H 0.94813 2.36492 2.79348 0.5857
```

## Properties
Total charge ... +2
Energy ... -4456.24436 Ha
Energy above the lowest of the compared OMol25 structures with the same formula, charge and spin ... 8.71 kcal per mole
Frontier orbital gap (alpha / beta) ... 7.171 / 7.170 eV
Spin multiplicity ... 3

=====

(3)
Formula: C32H29FeN4PSTe
Source: the Open Molecules 2025 dataset
Level of theory: the ωB97M-V functional and the def2-TZVPD basis

XYZ file:
```
69
Properties=species:S:1:pos:R:3:mulliken_charge:R:1
Fe -1.07093 0.15346 0.82771 -0.6453
C -5.02417 -1.78006 0.78818 -1.9385
C -3.55613 -1.49355 0.75304 1.0228
N -3.03270 -0.41983 1.34522 1.1356
N -3.81324 0.45820 2.04298 -0.9373
C -3.25858 1.52852 2.58920 0.5433
N -4.06992 2.33264 3.33335 -0.5147
S -1.60933 1.86706 2.43188 -0.4158
C -2.60064 -2.33143 0.13950 0.3171
C -2.90681 -3.61730 -0.37937 -1.2154
C -1.90775 -4.45213 -0.78617 -0.5574
C -0.56673 -4.02949 -0.67358 -1.3462
C -0.33085 -2.75583 -0.22325 0.0323
N -1.29111 -1.88603 0.12826 0.7234
H -5.59778 -0.85986 0.63879 0.5030
H -5.33500 -2.23209 1.73683 0.2657
H -5.31236 -2.45435 -0.01302 0.4726
H -4.80231 0.29057 2.14045 0.2810
H -5.04486 2.38053 3.08386 0.1990
H -3.65651 3.21261 3.59183 0.2545
H -3.93805 -3.94130 -0.42390 0.3034
H -2.14093 -5.43729 -1.17462 0.3991
H 0.25795 -4.68114 -0.92622 0.4589
H 0.68798 -2.40267 -0.13656 0.4013
C 6.03052 0.36725 1.94840 -0.5163
C 5.23038 1.15790 2.75664 -0.5809
C 3.88391 1.32641 2.45110 -0.3575
C 3.32441 0.70745 1.33740 0.1128
C 4.13828 -0.08379 0.52519 -0.1357
C 5.48214 -0.25056 0.82846 -0.6697
P 1.48653 0.80117 1.09031 0.5641
C 1.64296 0.82866 -0.77442 0.7053
C 1.12462 -0.03244 -1.73354 -0.1318
C 1.31822 0.21517 -3.09074 -0.6403
C 2.02977 1.32632 -3.50690 -0.4765
C 2.54061 2.20427 -2.55892 -0.7736
C 2.33833 1.96389 -1.20985 -0.8576
C 1.02803 -0.81186 1.92684 0.8086
C 1.93653 -1.71774 2.49178 -0.2999
C 1.47645 -2.66394 3.39354 -0.8513
C 0.13170 -2.69820 3.76530 -0.7548
C -0.77623 -1.81430 3.20017 -0.5334
C -0.31790 -0.89938 2.27004 0.6030
H 7.07717 0.22780 2.18855 0.3841
H 5.64944 1.64179 3.63034 0.4099
H 3.25727 1.93995 3.08939 0.3841
H 3.72003 -0.57955 -0.34199 0.3690
H 6.10048 -0.87232 0.19278 0.4080
H 0.57776 -0.91115 -1.44522 0.2903
H 0.89275 -0.46298 -3.82157 0.4258
H 2.17133 1.51747 -4.56364 0.3890
H 3.09622 3.08093 -2.87179 0.4197
H 2.73894 2.65761 -0.47824 0.4158
H 2.99203 -1.68160 2.25230 0.3790
H 2.17969 -3.36572 3.82647 0.4151
H -0.21137 -3.42965 4.48725 0.4015
H -1.82678 -1.85390 3.46700 0.4058
Te -2.28923 1.08428 -1.16057 -0.0823
C -1.46391 2.19657 -2.75957 0.0621
C -1.88441 1.88284 -4.05191 -0.5907
C -1.43149 2.61868 -5.14243 -0.5059
C -0.55462 3.68155 -4.95311 -0.5541
C -0.12726 3.99371 -3.66886 -0.4993
C -0.57628 3.25471 -2.57999 -0.1918
H -2.56952 1.05596 -4.20338 0.3450
H -1.76629 2.36026 -6.14050 0.3797
H -0.20951 4.26231 -5.80068 0.3807
H 0.55918 4.81875 -3.51218 0.4342
H -0.23010 3.50619 -1.58364 0.3687
```

## Properties
Energy ... -3726.99408 Ha
Energy above the lowest of the compared OMol25 structures with the same formula, charge and spin ... 44.16 kcal per mole
Frontier orbital gap (alpha / beta) ... 4.838 / 6.560 eV
Spin multiplicity ... 5

=====

Q: Among the records above, which one has the lowest spin multiplicity?
A: C32H29CuN4O5S

=====

Q: Among the records above, which one has the highest energy above the lowest of the compared OMol25 structures with the same formula, charge and spin?
A: C32H29CuN4O5S

=====

Q: The lowest spin multiplicity belongs to which entry?
A: C32H29CuN4O5S

=====

Q: Look up the energy of the first one.
A: -3870.38517 Ha